Entry 1:
{"formula": "C18H28Cl2CoFN4O3Si2", "method": "ωB97M-V/def2-TZVPD", "charge": -1, "orbital_gap_ev": [6.945, 7.064], "multiplicity": 2, "homo_energy_ev": [-4.342, -4.408], "species": ["Co", "C", "Si", "C", "C", "N", "C", "C", "C", "C", "C", "C", "F", "H", "H", "H", "H", "H", "H", "H", "H", "H", "H", "H", "H", "H", "N", "C", "C", "N", "C", "C", "N", "H", "H", "H", "H", "H", "Cl", "C", "Cl", "C", "O", "O", "H", "C", "Si", "C", "C", "O", "H", "H", "H", "H", "H", "H", "H", "H", "H"], "xyz": [[0.234, 0.686, -0.415], [-2.823, 0.477, -2.860], [-1.777, -0.935, -2.191], [-2.447, -1.648, -0.595], [-2.097, -2.319, -3.446], [-0.139, -0.397, -1.975], [0.999, -0.780, -2.627], [1.132, -1.785, -3.612], [2.338, -2.081, -4.228], [3.506, -1.407, -3.905], [3.432, -0.415, -2.934], [2.224, -0.145, -2.346], [2.206, 0.852, -1.392], [-3.878, 0.349, -2.603], [-2.745, 0.492, -3.952], [-2.497, 1.450, -2.496], [-3.534, -1.760, -0.648], [-2.210, -1.028, 0.267], [-2.009, -2.638, -0.443], [-3.180, -2.483, -3.437], [-1.623, -3.266, -3.183], [-1.817, -2.054, -4.468], [0.262, -2.350, -3.894], [2.358, -2.868, -4.974], [4.447, -1.646, -4.381], [4.299, 0.153, -2.622], [-0.046, 4.499, 3.397], [0.743, 3.566, 2.754], [0.290, 2.978, 1.560], [1.003, 2.058, 0.944], [2.211, 1.754, 1.452], [2.656, 2.378, 2.593], [1.923, 3.268, 3.269], [-1.039, 4.385, 3.258], [0.219, 4.648, 4.358], [-0.638, 3.285, 1.104], [2.778, 0.989, 0.945], [3.630, 2.135, 3.002], [-4.658, 0.691, 0.843], [-3.689, 2.170, 0.916], [-3.185, 2.496, 2.607], [-2.428, 2.111, 0.022], [-2.267, 3.087, -0.714], [-1.687, 1.114, 0.200], [-4.318, 2.998, 0.617], [2.725, -1.592, 2.776], [0.982, -1.388, 2.070], [-0.019, -0.396, 3.328], [0.250, -3.122, 1.994], [1.022, -0.668, 0.650], [2.702, -2.103, 3.744], [3.213, -0.624, 2.922], [3.346, -2.182, 2.097], [-0.222, -0.964, 4.240], [-0.976, -0.099, 2.888], [0.511, 0.519, 3.617], [0.326, -3.638, 2.956], [0.781, -3.717, 1.245], [-0.802, -3.089, 1.706]], "forces_ev_per_a": [[-0.30, 0.58, 0.05], [0.04, 0.01, 0.03], [0.04, -0.03, 0.01], [0.04, -0.08, 0.03], [0.04, 0.02, -0.01], [-0.04, -0.14, -0.03], [-0.01, 0.03, 0.11], [-0.02, 0.04, 0.00], [-0.01, 0.00, 0.01], [0.01, -0.01, -0.01], [-0.03, 0.04, 0.04], [0.09, -0.07, -0.03], [0.09, 0.07, -0.20], [-0.03, 0.00, 0.00], [0.00, 0.00, 0.00], [-0.01, 0.02, 0.04], [0.02, -0.03, -0.02], [-0.03, -0.08, -0.05], [0.00, -0.03, -0.01], [0.01, 0.00, 0.00], [0.03, -0.01, 0.00], [0.00, 0.00, 0.00], [-0.10, -0.04, -0.02], [0.00, 0.00, 0.00], [-0.01, 0.00, 0.00], [0.01, 0.00, 0.00], [-0.01, 0.01, 0.02], [-0.05, 0.01, -0.07], [0.11, 0.08, -0.13], [-0.13, -0.34, 0.12], [0.06, 0.06, -0.02], [-0.01, 0.03, -0.03], [0.02, 0.02, 0.04], [0.01, 0.01, -0.01], [0.00, 0.00, 0.00], [-0.14, -0.07, 0.02], [-0.06, -0.01, 0.03], [0.00, 0.01, 0.01], [-0.01, 0.04, 0.01], [-0.03, -0.01, 0.01], [0.00, 0.00, 0.01], [0.13, 0.28, -0.05], [0.03, -0.04, 0.11], [0.10, 0.00, -0.02], [0.00, -0.01, -0.02], [0.01, -0.03, 0.03], [-0.15, 0.08, -0.07], [0.01, -0.01, 0.01], [0.03, -0.01, -0.01], [0.30, -0.40, 0.07], [0.02, 0.00, 0.00], [-0.01, -0.01, 0.01], [0.00, 0.00, -0.01], [0.00, 0.01, 0.01], [0.00, -0.01, 0.00], [-0.01, 0.01, 0.00], [0.00, 0.00, 0.00], [-0.01, 0.00, 0.01], [-0.03, 0.01, -0.01]]}

Entry 2:
{"formula": "C5H10N2", "method": "ωB97M-V/def2-TZVPD", "charge": 0, "smiles": "C[C@]12CCCN1N2", "orbital_gap_ev": 9.852, "homo_energy_ev": -8.861, "species": ["C", "C", "C", "C", "C", "N", "N", "H", "H", "H", "H", "H", "H", "H", "H", "H", "H"], "xyz": [[-2.189, -0.075, -0.384], [-0.840, -0.299, 0.100], [0.066, 0.888, 0.276], [1.541, 0.470, 0.164], [1.459, -0.988, -0.420], [0.116, -1.480, -0.441], [-0.632, -1.498, 0.880], [-2.244, 0.757, -1.054], [-2.957, 0.310, 0.428], [-2.724, -1.024, -0.817], [-0.156, 1.430, 1.187], [-0.213, 1.414, -0.539], [2.314, 1.141, -0.324], [1.907, 0.382, 1.175], [1.896, -0.982, -1.345], [2.101, -1.680, 0.152], [0.041, -1.297, 1.628]], "forces_ev_per_a": [[-4.07, -0.82, 0.33], [2.85, -2.83, 0.30], [0.74, -1.23, 1.40], [0.28, -0.79, 0.65], [0.63, 0.76, 3.15], [-3.39, 1.27, 0.12], [1.43, 0.50, -0.19], [0.13, 0.20, -0.99], [1.80, -0.98, -0.92], [1.33, 1.78, 0.67], [-0.03, 0.29, 0.14], [-0.65, 2.58, -2.48], [-1.43, -0.62, 0.12], [0.28, 0.01, 0.45], [0.43, -0.22, -2.82], [-0.25, 0.20, 0.10], [-0.08, -0.09, -0.05]]}

The evaluated energy above the lowest of the compared OMol25 structures with the same formula, charge and spin for the records listed, in turn: 14.4; 66.1 kcal/mol.